*i*
{
  "formula": "C5H6N4",
  "method": "ωB97M-V/def2-TZVPD",
  "e_homo_ev": -8.244,
  "molar_mass_da": 122.1,
  "homo_lumo_gap_ev": 8.782,
  "smiles": "Cc1cn2[nH]cnc2n1",
  "lumo_energy_ha": 0.020,
  "species": ["N", "N", "N", "N", "C", "C", "C", "C", "C", "H", "H", "H", "H", "H", "H"],
  "xyz": [[0.974, 0.849, -0.644], [-1.493, 1.397, -0.290], [-0.484, -0.437, 0.484], [-1.858, -0.634, 0.583], [0.660, -1.169, 0.446], [-2.404, 0.564, 0.146], [-0.297, 0.733, -0.199], [2.969, -0.468, -0.456], [1.535, -0.333, -0.190], [3.526, 0.359, 0.128], [3.172, -0.228, -1.492], [3.277, -1.484, -0.153], [0.855, -2.168, 0.819], [-3.421, 0.795, 0.191], [-2.180, -1.460, 1.093]]
}

*ii*
{
  "formula": "C5H6N4",
  "method": "ωB97M-V/def2-TZVPD",
  "e_homo_ev": -8.621,
  "molar_mass_da": 122.1,
  "homo_lumo_gap_ev": 7.634,
  "lumo_energy_ha": -0.036,
  "species": ["N", "N", "N", "N", "C", "C", "C", "C", "C", "H", "H", "H", "H", "H", "H"],
  "xyz": [[-0.523, 0.541, -1.310], [0.911, 1.993, -0.236], [2.852, -0.758, 0.803], [-0.141, 0.283, 0.986], [-1.168, -0.591, -1.343], [-0.870, -0.927, 1.010], [0.170, 0.841, -0.247], [2.184, -0.500, -0.092], [-1.478, -1.351, -0.145], [0.453, 0.490, 1.790], [1.631, 2.067, 0.485], [-2.159, -2.153, -0.071], [-1.284, -1.470, 1.856], [-1.777, -0.735, -2.280], [1.199, 2.271, -1.206]]
}

Least stable = *ii*

*i*
{
  "formula": "C6H10N5",
  "method": "ωB97M-V/def2-TZVPD",
  "e_homo_ev": [-11.615, -11.615],
  "charge": 1,
  "molar_mass_da": 152.2,
  "homo_lumo_gap_ev": [6.402, 6.403],
  "lumo_energy_ha": [-0.192, -0.192],
  "species": ["N", "N", "N", "N", "N", "C", "C", "C", "C", "C", "C", "H", "H", "H", "H", "H", "H", "H", "H", "H", "H"],
  "xyz": [[1.123, -0.146, 0.036], [2.078, 1.872, 0.172], [-2.784, 0.893, -0.394], [-1.583, 0.449, -0.627], [3.092, -1.488, -0.267], [3.090, 0.908, 0.126], [-3.741, 0.107, 0.361], [0.834, 1.246, 0.269], [2.537, -0.303, -0.064], [-1.197, -0.741, -0.246], [0.140, -1.054, -0.044], [4.030, -1.540, 0.030], [0.323, -2.129, 0.132], [4.124, 1.309, -0.008], [2.664, -2.172, -0.973], [-3.091, 1.736, -0.835], [2.269, 2.820, 0.683], [-3.510, 0.033, 1.376], [-3.733, -0.930, 0.017], [-1.986, -1.494, -0.057], [-4.678, 0.625, 0.314]]
}

*ii*
{
  "formula": "C6H10N5",
  "method": "ωB97M-V/def2-TZVPD",
  "e_homo_ev": -12.373,
  "charge": 1,
  "molar_mass_da": 152.2,
  "homo_lumo_gap_ev": 8.219,
  "lumo_energy_ha": -0.153,
  "species": ["N", "N", "N", "N", "N", "C", "C", "C", "C", "C", "C", "H", "H", "H", "H", "H", "H", "H", "H", "H", "H"],
  "xyz": [[-0.032, -1.801, -0.735], [-0.739, 0.108, -1.610], [-0.975, 1.676, 0.392], [1.309, -1.078, 0.936], [2.674, 0.597, -0.056], [1.747, 1.205, -0.560], [-1.119, -1.055, 1.406], [2.391, -0.514, 0.712], [-0.218, 0.507, -0.360], [0.034, -0.855, 0.328], [-0.633, -1.247, -1.707], [-0.925, -2.010, 1.765], [1.924, 1.924, -1.396], [-1.753, 1.340, 0.856], [-1.526, 0.561, -2.030], [-0.246, 2.107, 1.006], [3.233, -0.872, 1.188], [-2.013, -1.067, 0.834], [-1.205, 2.281, -0.434], [-0.878, -1.615, -2.670], [-1.050, -0.192, 2.133]]
}

Least stable = *ii*

*i*
{
  "formula": "C3H5NO4",
  "method": "ωB97M-V/def2-TZVPD",
  "e_homo_ev": -10.125,
  "molar_mass_da": 119.1,
  "homo_lumo_gap_ev": 9.658,
  "smiles": "O=[N+]([O-])/C(O)=C/CO",
  "lumo_energy_ha": -0.017,
  "species": ["O", "O", "O", "O", "N", "C", "C", "C", "H", "H", "H", "H", "H"],
  "xyz": [[-0.517, -1.045, -1.032], [1.804, -0.874, 0.220], [-2.970, -0.912, -0.074], [-2.550, 0.829, 1.087], [-2.241, -0.008, 0.266], [0.098, 0.844, 0.092], [1.557, 0.505, -0.227], [-0.832, -0.062, -0.193], [2.631, -0.917, 0.833], [2.160, 1.269, 0.290], [1.674, 0.629, -1.320], [-0.753, -1.942, -0.590], [-0.061, 1.684, 0.648]]
}

*ii*
{
  "formula": "C3H5NO4",
  "method": "ωB97M-V/def2-TZVPD",
  "e_homo_ev": -7.957,
  "molar_mass_da": 119.1,
  "homo_lumo_gap_ev": 8.269,
  "smiles": "NC(C(=O)O)=C(O)O",
  "lumo_energy_ha": 0.011,
  "species": ["O", "O", "O", "O", "N", "C", "C", "C", "H", "H", "H", "H", "H"],
  "xyz": [[1.920, -1.050, -0.069], [-0.957, 1.923, -0.122], [1.210, 0.767, -1.319], [-2.579, 0.351, -0.236], [-0.611, -1.392, 1.056], [-1.407, 0.646, -0.092], [-0.316, -0.349, 0.189], [0.891, -0.198, -0.398], [2.643, -0.784, -0.666], [0.223, -1.824, 1.450], [0.391, 1.079, -1.753], [-0.053, 2.019, 0.243], [-1.356, -1.187, 1.717]]
}

Least stable = *i*

*i*
{
  "formula": "C3H5NO4",
  "method": "ωB97M-V/def2-TZVPD",
  "e_homo_ev": -8.541,
  "molar_mass_da": 119.1,
  "homo_lumo_gap_ev": 8.423,
  "lumo_energy_ha": -0.004,
  "species": ["O", "O", "O", "O", "N", "C", "C", "C", "H", "H", "H", "H", "H"],
  "xyz": [[3.420, 1.086, 0.016], [0.363, -1.953, -0.439], [1.688, -0.115, -0.593], [-0.545, 1.611, -0.199], [2.522, 0.384, 0.417], [0.506, -0.666, 0.015], [0.154, 1.809, 0.836], [-0.703, 0.145, -0.449], [1.282, -2.307, -0.396], [-0.602, 0.184, -1.606], [-1.546, -0.144, 0.009], [0.375, 2.941, 0.920], [0.773, -0.715, 1.139]]
}

*ii*
{
  "formula": "C3H5NO4",
  "method": "ωB97M-V/def2-TZVPD",
  "e_homo_ev": -8.616,
  "molar_mass_da": 119.1,
  "homo_lumo_gap_ev": 9.107,
  "smiles": "[O-]/[N+](O)=C1\\CO1.C=O",
  "lumo_energy_ha": 0.018,
  "species": ["O", "O", "O", "O", "N", "C", "C", "C", "H", "H", "H", "H", "H"],
  "xyz": [[0.780, 1.705, -1.530], [0.442, -2.271, -0.711], [-0.968, 0.114, 1.452], [-2.075, -1.714, 1.074], [-0.952, -0.938, 0.878], [0.031, -1.374, 0.199], [1.120, -0.968, -0.645], [0.393, 2.427, -0.626], [-0.054, 1.986, 0.215], [2.136, -1.102, -0.291], [0.926, -0.065, -1.256], [-2.345, -1.358, 1.960], [0.565, 3.558, -0.720]]
}

*iii*
{
  "formula": "C3H5NO4",
  "method": "ωB97M-V/def2-TZVPD",
  "e_homo_ev": -10.442,
  "molar_mass_da": 119.1,
  "homo_lumo_gap_ev": 10.723,
  "smiles": "O=C(O)C(=O)O.C=N",
  "lumo_energy_ha": 0.010,
  "species": ["O", "O", "O", "O", "N", "C", "C", "C", "H", "H", "H", "H", "H"],
  "xyz": [[0.679, -0.692, -1.206], [2.664, 1.422, 0.707], [0.151, 1.390, -0.569], [2.964, -0.676, -0.015], [-2.092, -0.848, -0.149], [0.932, 0.343, -0.633], [2.292, 0.459, 0.110], [-2.384, -0.086, 0.803], [-2.617, 0.951, 0.575], [-1.887, -1.811, 0.102], [-0.693, 1.212, -1.024], [-2.448, -0.363, 1.861], [2.441, -1.301, -0.562]]
}

Least stable = *ii*

*i*
{
  "formula": "C2H2N4O",
  "method": "ωB97M-V/def2-TZVPD",
  "e_homo_ev": -10.304,
  "molar_mass_da": 98.1,
  "homo_lumo_gap_ev": 8.530,
  "smiles": "[H]/N=c1/nncno1",
  "lumo_energy_ha": -0.065,
  "species": ["O", "N", "N", "N", "N", "C", "C", "H", "H"],
  "xyz": [[0.314, -1.035, -0.300], [2.342, 0.168, 0.176], [-1.087, 1.265, -0.108], [0.211, 1.468, -0.326], [-1.073, -1.205, -0.188], [0.992, 0.138, -0.072], [-1.607, -0.064, 0.297], [-2.741, 0.212, 0.386], [2.648, -0.948, 0.136]]
}

*ii*
{
  "formula": "C2H2N4O",
  "method": "ωB97M-V/def2-TZVPD",
  "e_homo_ev": -11.150,
  "molar_mass_da": 98.1,
  "homo_lumo_gap_ev": 10.434,
  "smiles": "O=Cc1nnn[nH]1",
  "lumo_energy_ha": -0.026,
  "species": ["O", "N", "N", "N", "N", "C", "C", "H", "H"],
  "xyz": [[-1.444, -1.917, -0.130], [1.603, 0.931, 0.922], [0.407, 0.968, -1.020], [0.465, 0.162, 1.083], [1.564, 1.425, -0.279], [-1.197, -0.871, -0.716], [-0.171, 0.129, -0.117], [0.501, -0.431, 1.863], [-1.728, -0.396, -1.606]]
}

Least stable = *i*

*i*
{
  "formula": "C2H2N4O",
  "method": "ωB97M-V/def2-TZVPD",
  "e_homo_ev": [-8.158, -8.159],
  "molar_mass_da": 98.1,
  "homo_lumo_gap_ev": [6.788, 6.790],
  "lumo_energy_ha": [-0.050, -0.050],
  "species": ["O", "N", "N", "N", "N", "C", "C", "H", "H"],
  "xyz": [[-1.005, -1.289, 2.065], [1.396, 1.152, -0.439], [-1.323, -0.343, 1.456], [-1.653, -1.837, -1.107], [-0.394, -0.128, 0.099], [-1.200, -0.945, -0.550], [0.467, 0.314, -0.696], [1.504, 1.871, 0.305], [2.208, 1.206, -1.134]]
}

*ii*
{
  "formula": "C2H2N4O",
  "method": "ωB97M-V/def2-TZVPD",
  "e_homo_ev": -9.783,
  "molar_mass_da": 98.1,
  "homo_lumo_gap_ev": 8.623,
  "smiles": "O=c1nncn[nH]1",
  "lumo_energy_ha": -0.043,
  "species": ["O", "N", "N", "N", "N", "C", "C", "H", "H"],
  "xyz": [[2.434, -0.220, -0.010], [-0.857, 0.980, 0.004], [0.490, -1.430, 0.015], [-0.771, -1.402, 0.014], [0.473, 0.913, 0.030], [1.238, -0.208, -0.007], [-1.440, -0.175, -0.021], [0.960, 1.784, -0.007], [-2.527, -0.243, -0.019]]
}

Least stable = *i*

*i*
{
  "formula": "C24H34N2O6",
  "method": "ωB97M-V/def2-TZVPD",
  "e_homo_ev": -7.257,
  "molar_mass_da": 446.5,
  "homo_lumo_gap_ev": 7.614,
  "smiles": "CCO[C@@H]1OC(C(=O)N2CCN(Cc3ccc4c(c3)OCO4)CC2)=C[C@H](C)[C@H]1CCCO",
  "lumo_energy_ha": 0.013,
  "species": ["O", "O", "O", "O", "O", "O", "N", "N", "C", "C", "C", "C", "C", "C", "C", "C", "C", "C", "C", "C", "C", "C", "C", "C", "C", "C", "C", "C", "C", "C", "C", "C", "H", "H", "H", "H", "H", "H", "H", "H", "H", "H", "H", "H", "H", "H", "H", "H", "H", "H", "H", "H", "H", "H", "H", "H", "H", "H", "H", "H", "H", "H", "H", "H", "H", "H"],
  "xyz": [[-6.839, -2.278, -1.085], [1.965, 3.720, 0.142], [8.553, -1.613, -0.503], [2.091, -1.928, -0.024], [-6.018, -2.420, 0.849], [2.462, 0.450, 1.089], [0.287, 2.197, 0.673], [-2.459, 2.181, -0.231], [-1.747, 3.550, -0.081], [-6.646, -3.103, -0.035], [2.858, 1.114, -1.279], [-1.655, 1.111, -0.518], [2.206, 1.328, 0.156], [-5.036, 1.025, -1.038], [-4.749, -0.395, 0.956], [1.780, -3.613, 1.768], [1.426, 2.480, 0.541], [3.040, -0.935, -2.527], [7.339, -1.723, -0.036], [-5.652, -1.208, 0.634], [-0.474, 0.744, 0.433], [-0.711, 3.238, 0.922], [4.133, -0.904, -0.117], [1.325, -2.344, 1.061], [2.982, -0.993, 0.735], [5.358, -0.038, 0.304], [-6.000, 0.164, -1.498], [-3.454, 1.874, 0.533], [-6.041, -1.169, -0.685], [-4.411, 0.822, 0.445], [6.687, -0.243, -0.331], [3.769, 0.020, -1.439], [-2.491, 4.156, 0.268], [-3.014, 1.571, 1.603], [4.746, 0.382, -1.936], [3.955, -1.731, -2.615], [-3.875, 2.832, 0.815], [5.189, 0.847, 0.509], [0.252, 0.336, 0.049], [2.706, 1.818, -1.999], [-4.771, 1.927, -1.658], [-0.043, 4.206, 1.159], [-0.975, 1.339, -1.460], [1.006, -4.168, 2.374], [2.024, -4.396, 0.935], [-6.390, -3.922, -0.465], [2.877, -0.435, -3.537], [6.663, -2.336, -0.456], [-1.230, 3.944, -0.926], [5.405, -0.461, 1.541], [-1.163, 2.910, 1.994], [6.664, -0.081, -1.436], [3.438, -1.309, 1.579], [-7.660, -3.329, 0.481], [2.276, -1.316, -2.121], [7.392, -2.080, 0.928], [4.622, -1.690, -0.605], [8.512, -1.478, -1.557], [0.978, -1.639, 1.819], [7.382, 0.410, 0.316], [-4.238, -0.656, 1.913], [0.426, -2.471, 0.465], [2.473, -3.436, 2.372], [-0.893, 0.675, 1.580], [-2.079, 0.144, -0.672], [-6.486, 0.243, -2.502]]
}

*ii*
{
  "formula": "C24H34N2O6",
  "method": "ωB97M-V/def2-TZVPD",
  "e_homo_ev": -8.372,
  "molar_mass_da": 446.5,
  "homo_lumo_gap_ev": 8.896,
  "smiles": "CCOC(=O)C1CCN(C(=O)c2ccc(OC3CCN(C(=O)CCOC)CC3)cc2)CC1",
  "lumo_energy_ha": 0.019,
  "species": ["O", "O", "O", "O", "O", "O", "N", "N", "C", "C", "C", "C", "C", "C", "C", "C", "C", "C", "C", "C", "C", "C", "C", "C", "C", "C", "C", "C", "C", "C", "C", "C", "H", "H", "H", "H", "H", "H", "H", "H", "H", "H", "H", "H", "H", "H", "H", "H", "H", "H", "H", "H", "H", "H", "H", "H", "H", "H", "H", "H", "H", "H", "H", "H", "H", "H"],
  "xyz": [[7.008, 0.540, -0.877], [8.552, 0.197, 0.504], [-7.644, 1.890, 0.207], [-1.991, 1.003, 0.722], [2.781, -3.045, -0.961], [-9.875, -1.620, 0.274], [-5.824, 1.039, -0.718], [4.049, -1.360, -0.599], [1.542, -1.079, -0.169], [2.874, -1.755, -0.523], [6.306, -0.304, 0.917], [1.281, -0.546, 0.880], [6.131, -1.697, 0.854], [-5.132, -0.022, -1.226], [9.655, 2.443, 0.031], [-9.145, -0.477, 0.369], [7.269, 0.216, 0.134], [4.101, 0.326, -0.334], [-9.396, -2.367, 1.189], [-7.691, -0.372, -0.211], [-5.197, 2.198, -0.681], [4.941, 0.459, 0.970], [5.394, -1.957, -0.530], [0.109, 0.158, 1.328], [-3.008, 1.255, -0.603], [-0.563, -0.295, -0.989], [-7.059, 1.072, -0.240], [-0.699, 0.382, 0.128], [-3.731, -0.191, -0.476], [9.749, 0.914, -0.123], [-4.013, 2.260, 0.101], [0.705, -1.063, -1.248], [7.019, -2.370, 0.453], [-9.158, 0.080, 1.539], [5.982, -1.460, -1.186], [-3.275, 3.029, 0.243], [8.546, 2.809, -0.397], [-9.449, -2.170, 2.206], [-2.606, 1.418, -1.405], [-10.139, -3.365, 0.878], [10.664, 0.595, 0.288], [9.685, 2.665, 1.017], [-7.913, -0.796, -1.235], [-1.039, -0.080, -1.983], [-4.726, 2.500, -1.681], [-5.600, -0.857, -1.468], [-3.166, -0.853, -0.917], [6.835, -0.289, 1.968], [0.940, -1.394, -2.180], [5.456, -2.276, 1.503], [-7.238, -1.048, 0.558], [10.502, 2.752, -0.564], [9.542, 0.557, -1.183], [5.210, 1.454, 1.207], [4.822, 0.654, -0.971], [-4.049, 1.884, 1.180], [-4.866, 0.375, -2.297], [-5.807, 3.168, -0.394], [-9.634, 0.325, 0.024], [-0.099, 0.620, 2.243], [1.917, -0.579, 1.931], [-8.444, -2.940, 1.173], [4.347, 0.262, 1.926], [-4.109, -0.695, 0.537], [5.069, -2.832, -0.857], [3.300, 0.653, -0.256]]
}

Least stable = *i*